A gas-phase ion, C30H40NO2Si2 (charge +1). Source: the OMol25 dataset; level of theory: ωB97M-V with the def2-TZVPD basis set.

Geometry as XYZ:
```
75
Properties=species:S:1:pos:R:3
H 0.0805 -3.0332 1.5043
H 3.6738 4.3385 -1.3232
C 2.7534 3.9334 -1.7678
H -1.3692 0.4550 -3.8666
H -3.2779 -0.9300 -1.0778
O 0.0546 1.7308 -1.0723
H -2.7948 1.4666 -3.5376
H -4.2479 -2.4005 -2.8261
H -2.2605 0.3075 -2.3241
C 0.9251 -0.4013 -1.3056
H 0.2900 0.5722 1.1698
H 4.1520 1.5027 -4.6308
H 0.0067 -2.2149 -1.2362
H 0.7512 3.9836 -3.5589
C -0.2986 -2.0095 1.6085
H -1.1390 -4.2978 0.5896
H 2.4208 4.6345 -2.5410
H -3.5989 -4.8178 -2.9166
H 1.9896 3.8825 -0.9828
C -0.5788 2.2705 2.1827
H 0.9812 -0.4613 -3.3867
C -0.3063 -3.6041 4.2200
C -1.8981 1.0138 -3.0806
C -3.2247 -4.1857 -2.1115
N 1.1791 0.9577 -1.2602
C -0.2543 0.9196 2.0529
C 1.4978 -0.9359 -2.5398
C 0.0158 -2.2387 4.0862
H -2.6051 4.1168 -1.9184
H -0.3267 -5.3429 5.5072
H 4.8472 0.5294 -1.7861
H 4.8444 1.9060 -0.6630
C 0.6876 -1.6295 5.1626
H -1.1016 4.4625 -1.0380
H -0.2830 2.9485 1.3783
C -1.7761 3.6560 -1.3598
C -0.9874 -1.4480 0.3435
C -3.0270 -1.9979 -1.0930
O 1.7468 1.3218 -2.5531
H -1.5219 -0.5399 0.6309
C 0.6292 -3.6684 6.4732
H 3.3360 3.0724 -4.7984
C -1.6301 1.8044 4.3177
C -1.2847 2.7142 3.3077
C -0.3179 -1.4494 2.8597
H -2.1871 3.1858 -0.4564
H 0.3872 2.5601 -4.5696
Si 3.2020 2.2601 -2.4398
C -1.8169 -3.8722 -0.1517
C 1.0042 -2.3286 6.3275
H -2.1398 -5.7757 -1.1300
H -0.8153 3.8415 -4.3682
H 3.5362 0.6934 -0.5819
Si -0.8606 2.4144 -2.3990
C 4.2026 1.2447 -1.2602
H 1.5307 -1.8257 7.1383
H -1.5694 -0.2363 4.9853
H 0.9787 -0.5831 5.0932
H -2.1695 2.1533 5.1978
C 3.9568 2.4598 -4.1318
H -0.8142 -4.1093 3.3972
H 2.5798 -0.8351 -2.6456
C -0.0287 3.2702 -3.8430
C -0.0256 -4.2985 5.4054
H 1.2888 -2.0058 -2.5579
H -1.5525 3.7708 3.3840
H 0.8543 -4.2162 7.3947
C -1.2955 0.4567 4.1890
H -0.9956 -0.8395 -1.5939
C -2.0791 -2.4964 -0.1764
H 4.9204 2.9774 -4.0070
C -3.5692 -2.8279 -2.0795
C -0.6382 -0.0105 3.0355
C -0.2572 -1.2111 -0.8622
C -2.3797 -4.7108 -1.1322
```

Output
SMILES: CC(C[C@H](C=C(c1ccccc1)c1ccccc1)c1ccccc1)=[N+](O[Si](C)(C)C)O[Si](C)(C)C
2S+1: 1
charge: +1
largest force on an atom: 5.0 eV/A
energy above the lowest of the compared OMol25 structures with the same formula, charge and spin: 104.6 kcal per mole

Mulliken atomic charge list, values in e, 2 entries:
1 H 0.959
2 H 0.522